(1)
The following is a DFT calculation (wB97M-V/def2-TZVPD) of 8 unconnected molecules or ions with the total composition C79H171N7O2.

As for the HOMO energy: -14.78 eV. The total charge is +6. The multiplicity is 1.

XYZ file:
```
259
Properties=species:S:1:pos:R:3:forces:R:3:lowdin_charge:R:1
C -18.9332 16.2532 -12.7512 -0.9 -0.3 0.7 -0.072
C -18.3343 15.7610 -14.0648 0.9 -1.3 0.5 -0.823
O -17.1712 16.1670 -14.2808 0.0 0.4 -0.6 -0.116
O -18.9363 14.8079 -14.6341 -0.2 0.7 -0.2 -0.140
H -18.4165 17.0771 -12.2590 0.0 0.1 -0.3 0.056
H -18.8990 15.3957 -12.0792 0.4 -0.2 0.2 0.051
H -20.0132 16.3999 -12.7658 -0.1 0.5 -0.4 0.048
C -26.3161 13.2076 -2.1079 1.5 0.2 -0.2 -0.065
C -24.8254 12.6552 -2.4338 -1.5 -1.5 0.5 -0.233
C -23.8061 13.6230 -3.0133 0.4 1.2 1.4 -0.181
C -22.2525 13.2981 -2.8245 -0.3 -0.4 -2.7 -0.036
N -21.2976 14.2633 -3.6950 1.0 0.8 1.1 -0.167
C -21.3090 15.6733 -3.0278 0.1 -0.3 1.5 -0.082
C -19.8760 16.1871 -2.7723 0.9 -0.7 0.1 -0.130
C -18.9075 15.1102 -3.2954 -1.2 -0.5 -2.6 -0.136
C -19.7556 13.8276 -3.5945 0.0 0.5 1.1 -0.056
C -21.6717 14.3686 -5.1596 0.4 -1.6 -0.1 -0.111
C -21.6226 12.9382 -5.8326 -0.7 -0.1 -0.5 -0.207
C -21.7029 12.9832 -7.3751 -0.2 1.7 0.0 -0.094
H -26.6611 13.9024 -2.8736 0.2 0.2 -0.1 0.061
H -26.3489 13.7121 -1.1422 0.1 0.1 -0.1 0.069
H -27.1029 12.4543 -2.0703 0.5 -0.5 0.0 0.071
H -25.0135 11.7754 -3.0492 0.4 0.1 -0.5 0.098
H -24.3738 12.2066 -1.5490 -0.3 0.2 0.4 0.105
H -23.9805 14.4764 -2.3580 0.2 0.6 -0.2 0.107
H -24.1559 13.9272 -3.9998 0.7 -0.1 -0.3 0.106
H -21.9980 12.3321 -3.2605 -0.2 -0.2 0.0 0.111
H -21.8450 13.2556 -1.8144 -0.4 0.6 0.0 0.136
H -21.9664 16.4263 -3.4623 0.1 -0.5 -0.8 0.134
H -21.7670 15.5037 -2.0533 0.0 -0.1 0.0 0.118
H -19.6987 17.1589 -3.2331 0.0 -0.1 0.0 0.117
H -19.6176 16.2597 -1.7158 -0.7 0.3 0.1 0.121
H -18.6332 15.3339 -4.3264 0.3 0.8 0.0 0.099
H -17.9318 14.9339 -2.8426 -0.5 -0.1 0.7 0.128
H -19.3874 13.4266 -4.5389 -0.6 -0.2 0.2 0.108
H -19.6118 13.0820 -2.8125 -0.6 -0.1 0.0 0.129
H -20.9514 15.0328 -5.6373 0.2 0.0 0.2 0.136
H -22.6287 14.8873 -5.2167 -0.1 -0.4 -0.1 0.120
H -22.4733 12.3311 -5.5231 -0.2 0.2 0.3 0.105
H -20.7569 12.3464 -5.5350 0.1 0.3 0.2 0.098
H -22.0372 12.1186 -7.9484 0.2 -0.3 0.7 0.079
H -20.8047 13.3927 -7.8374 0.3 -0.3 0.1 0.072
H -22.4364 13.7558 -7.6056 -0.3 0.0 -0.2 0.067
C -9.8684 16.9847 -19.0056 -1.3 -1.3 -0.9 -0.122
C -9.4406 18.2620 -18.4548 0.2 1.0 1.0 -0.270
C -9.2385 18.1519 -16.9513 0.3 0.6 0.4 -0.191
C -10.5347 18.3140 -16.1609 1.1 0.0 0.8 -0.094
N -10.2619 18.2453 -14.6001 -1.8 1.0 -0.5 -0.185
C -11.5860 18.5942 -13.9288 -0.7 -1.2 -0.9 -0.142
C -11.2746 18.9944 -12.5424 0.3 -0.1 1.4 -0.156
C -9.9075 19.6720 -12.6468 1.3 -0.2 -0.2 -0.129
C -9.4664 19.4512 -14.0857 0.2 -0.6 -1.0 -0.107
C -9.6282 16.8827 -14.1145 -1.6 0.5 -2.5 -0.022
C -10.3314 15.6335 -14.8368 0.6 0.5 1.0 -0.195
C -9.7946 14.3320 -14.2030 -0.2 0.2 0.2 -0.088
H -9.1902 16.1361 -18.9165 0.2 0.2 -0.3 0.096
H -10.2008 17.1867 -20.0239 0.2 -0.7 -0.2 0.090
H -10.7755 16.7166 -18.4640 -0.2 -0.4 0.0 0.068
H -10.3017 18.9100 -18.6181 0.3 0.7 -0.2 0.115
H -8.5388 18.6443 -18.9329 -0.2 0.2 0.0 0.129
H -8.5623 18.9553 -16.6593 0.1 -0.1 0.3 0.118
H -8.7588 17.1960 -16.7407 0.1 0.0 0.1 0.112
H -11.2981 17.5995 -16.4690 0.1 -0.3 0.5 0.121
H -10.9748 19.2971 -16.3276 0.2 0.1 0.1 0.126
H -12.2281 17.7176 -14.0150 -0.1 0.1 0.0 0.135
H -12.0738 19.4365 -14.4194 0.3 -0.2 -0.6 0.136
H -11.2729 18.0918 -11.9314 0.3 0.2 0.4 0.118
H -12.0158 19.6700 -12.1155 -0.1 -0.2 -0.1 0.128
H -9.0999 19.2466 -12.0510 -0.5 0.0 0.6 0.125
H -9.8984 20.7521 -12.5008 -0.2 -0.2 0.4 0.126
H -8.4163 19.2182 -14.2619 0.0 0.4 0.2 0.136
H -9.7647 20.3341 -14.6510 0.1 -0.3 -0.5 0.137
H -9.7040 16.8588 -13.0274 0.3 0.0 -0.2 0.131
H -8.6378 17.0573 -14.5347 0.3 -0.7 0.7 0.124
H -10.2289 15.6865 -15.9206 0.5 0.0 0.1 0.089
H -11.4105 15.6314 -14.6831 -0.1 0.3 0.3 0.102
H -8.7108 14.2229 -14.2426 0.0 0.2 0.0 0.085
H -10.2176 13.4044 -14.5887 -0.1 0.3 -0.5 0.079
H -10.1122 14.3442 -13.1604 0.3 0.0 0.2 0.075
C -14.9116 6.5976 -10.3330 0.7 0.5 0.1 -0.106
C -16.3987 6.3889 -10.5366 -0.3 0.4 -0.1 -0.233
C -17.1418 7.6552 -11.0848 0.8 -1.0 -1.1 -0.151
C -16.5987 8.1831 -12.4507 0.1 0.2 1.7 -0.092
N -17.1810 9.5447 -12.8520 0.7 -0.1 -1.8 -0.179
C -16.5712 9.7764 -14.2236 0.7 1.7 -0.6 -0.119
C -17.4705 9.0966 -15.2386 0.0 -1.3 -0.9 -0.144
C -18.7432 8.6902 -14.5135 -0.4 -0.4 -0.5 -0.162
C -18.6429 9.5236 -13.2898 -0.5 -0.1 2.0 -0.106
C -16.9160 10.7044 -11.8339 -0.3 -1.7 0.2 -0.112
C -15.4785 10.9986 -11.5484 0.2 1.3 -0.7 -0.221
C -15.3319 12.0585 -10.3767 0.4 -1.0 -1.5 -0.053
H -14.3309 6.2801 -11.1990 0.0 -0.1 0.0 0.079
H -14.4796 6.1134 -9.4572 -0.3 -0.3 -0.1 0.084
H -14.6544 7.6469 -10.1880 -0.1 0.3 0.0 0.061
H -16.9117 6.1690 -9.6003 0.1 0.0 0.1 0.110
H -16.5275 5.4950 -11.1468 -0.3 0.2 -0.3 0.113
H -17.0873 8.3801 -10.2726 -0.2 0.2 -0.3 0.106
H -18.1619 7.3311 -11.2909 -0.3 0.3 0.4 0.109
H -16.7139 7.4223 -13.2226 -0.7 0.3 -0.2 0.143
H -15.5240 8.3597 -12.4939 0.0 0.0 0.6 0.115
H -16.5228 10.8554 -14.3703 -0.5 0.2 0.0 0.135
H -15.5197 9.5200 -14.3527 -0.1 -0.6 0.7 0.140
H -17.7510 9.6850 -16.1123 0.5 0.4 0.2 0.125
H -17.0406 8.1750 -15.6308 0.4 0.2 -0.1 0.123
H -19.6027 8.8998 -15.1503 -0.2 0.4 0.4 0.127
H -18.8576 7.6204 -14.3387 0.5 0.0 0.3 0.123
H -18.9089 10.5541 -13.5251 0.0 0.0 0.3 0.146
H -19.1796 9.1454 -12.4197 -0.4 0.3 -0.1 0.135
H -17.3688 10.3488 -10.9084 -0.6 0.3 -0.2 0.121
H -17.3519 11.6200 -12.2336 -0.5 -0.3 0.0 0.142
H -15.1642 11.4569 -12.4861 0.6 0.3 0.1 0.104
H -14.8329 10.1258 -11.4509 -0.2 0.0 0.6 0.108
H -14.3501 12.4892 -10.5732 0.2 -0.2 0.9 0.075
H -15.4626 11.5351 -9.4296 0.4 0.4 0.1 0.077
H -15.9782 12.9341 -10.4374 -0.5 -0.4 -0.2 0.074
C -20.3769 23.2436 -21.1635 0.2 1.5 0.0 -0.090
C -20.2154 23.3279 -19.6255 -0.3 -0.9 -0.7 -0.260
C -18.7791 23.6387 -19.2156 -0.1 0.0 0.4 -0.180
C -18.7953 24.0611 -17.7075 2.1 -1.0 0.0 -0.061
N -17.3578 24.0816 -17.0509 0.1 0.4 0.7 -0.162
C -16.8134 22.6402 -16.8541 -0.6 0.5 0.7 -0.079
C -17.5767 22.1089 -15.6180 0.8 0.2 -0.1 -0.149
C -17.9914 23.3158 -14.7887 -1.0 -0.1 0.1 -0.173
C -17.5098 24.5220 -15.5161 0.6 0.8 -1.6 -0.088
C -16.3295 25.0658 -17.7696 -1.0 -0.4 0.7 -0.073
C -16.7473 26.5505 -17.6519 -0.5 0.1 -0.4 -0.225
C -15.9769 27.5449 -18.6057 -1.1 -1.0 1.7 -0.050
H -19.9513 24.1792 -21.5264 -0.4 0.3 -0.3 0.073
H -21.4108 23.1926 -21.5051 0.0 0.0 0.2 0.077
H -19.8112 22.5284 -21.7606 0.1 -0.6 0.8 0.076
H -20.6054 22.3978 -19.2121 0.5 -0.3 0.4 0.101
H -20.8679 24.0541 -19.1409 -0.2 0.5 -0.6 0.110
H -18.3201 24.3040 -19.9469 -0.3 1.0 0.5 0.113
H -18.1561 22.7736 -19.4424 0.0 -0.5 0.8 0.111
H -19.3013 23.2613 -17.1669 -0.1 0.0 0.0 0.115
H -19.2566 24.9931 -17.3808 0.0 0.1 -0.8 0.129
H -15.7525 22.7305 -16.6208 -0.1 0.2 -0.2 0.127
H -16.9434 21.9558 -17.6924 0.0 0.6 -0.3 0.123
H -16.8843 21.5812 -14.9622 -0.2 -0.8 -0.6 0.122
H -18.4497 21.5231 -15.9060 0.3 -0.3 0.1 0.115
H -17.5308 23.2751 -13.8016 -0.4 0.1 0.0 0.128
H -19.0786 23.2946 -14.7141 0.0 0.3 0.4 0.118
H -16.5423 24.8267 -15.1170 0.4 -0.2 -0.6 0.137
H -18.0742 25.4536 -15.4741 -0.5 -0.4 -0.1 0.127
H -16.2623 24.7840 -18.8203 -0.2 -0.2 0.1 0.120
H -15.3874 24.7729 -17.3061 0.1 0.4 0.1 0.124
H -16.8032 26.9315 -16.6322 0.7 -0.2 0.2 0.103
H -17.7974 26.6298 -17.9335 -0.2 -0.3 -0.4 0.097
H -15.0633 27.8294 -18.0836 0.4 -0.2 -0.8 0.083
H -16.6021 28.4367 -18.6497 0.1 0.0 -0.3 0.082
H -15.9378 27.0570 -19.5796 0.7 0.5 0.0 0.079
C -23.9371 17.9598 -19.9361 -0.9 -0.5 0.3 -0.100
C -22.9154 17.4318 -20.8989 -0.6 1.0 -1.8 -0.304
C -21.7365 16.7809 -20.2919 0.5 -0.1 0.0 -0.215
C -20.7826 16.3798 -21.4067 1.4 -0.5 1.7 -0.069
N -19.5176 15.5951 -20.8467 1.5 0.8 -1.2 -0.172
C -18.4609 15.4530 -22.0027 0.2 0.0 1.6 -0.035
C -17.0715 15.3465 -21.2579 0.5 -0.9 -1.7 -0.151
C -17.2028 15.8429 -19.8546 -2.1 0.7 0.2 -0.154
C -18.6316 16.4132 -19.8012 -1.7 -1.8 0.9 -0.076
C -19.8299 14.2185 -20.2429 -0.9 0.7 0.0 -0.109
C -20.7060 13.2718 -21.0903 0.1 -0.4 0.1 -0.218
C -20.4923 11.7850 -20.7489 0.4 0.1 -0.1 -0.086
H -23.5605 18.6921 -19.2220 0.2 0.1 -0.2 0.075
H -24.3589 17.1507 -19.3397 0.0 -0.2 0.1 0.072
H -24.7804 18.3846 -20.4806 0.1 0.2 0.1 0.083
H -22.6358 18.2505 -21.5619 0.5 0.4 0.2 0.121
H -23.3090 16.7651 -21.6663 -0.7 -0.4 0.3 0.123
H -22.1452 15.9108 -19.7782 0.5 -0.1 0.4 0.123
H -21.3095 17.5157 -19.6094 0.4 -0.4 0.3 0.123
H -20.3159 17.2526 -21.8634 -0.3 0.0 -0.2 0.131
H -21.3299 15.7736 -22.1286 0.5 -0.2 -0.1 0.135
H -18.7413 14.5603 -22.5617 0.2 0.3 -0.2 0.124
H -18.5298 16.3737 -22.5822 -0.1 -0.3 -0.1 0.125
H -16.7278 14.3121 -21.2611 -0.4 -0.2 0.1 0.115
H -16.2223 15.8018 -21.7674 -0.5 0.5 -0.5 0.121
H -17.1318 14.9753 -19.1986 0.4 0.7 0.5 0.121
H -16.6632 16.7463 -19.5705 1.0 -0.7 0.0 0.124
H -19.0933 16.1515 -18.8491 0.0 0.3 0.1 0.124
H -18.6816 17.4995 -19.8752 -0.3 -0.2 -0.9 0.130
H -20.4161 14.4848 -19.3634 0.3 -0.2 0.3 0.124
H -18.9005 13.7534 -19.9142 0.1 0.2 -0.2 0.132
H -20.5628 13.4011 -22.1631 0.0 0.2 0.0 0.108
H -21.7516 13.4552 -20.8427 -0.1 0.4 -0.3 0.108
H -21.0866 11.1234 -21.3792 -0.3 0.3 0.0 0.086
H -20.7515 11.5884 -19.7086 0.1 -0.1 0.0 0.080
H -19.4699 11.4630 -20.9465 0.2 0.1 0.2 0.079
C -24.5960 20.9738 -13.0238 0.4 -0.8 -1.4 -0.090
C -25.4911 21.4274 -14.2261 1.2 0.2 0.7 -0.239
C -26.8104 22.0094 -13.7178 0.2 -0.4 -0.1 -0.193
C -26.5999 23.2406 -12.8357 -1.5 1.1 -0.3 -0.083
N -27.8809 24.1664 -12.7929 1.0 1.7 -0.5 -0.167
C -28.2519 24.7306 -14.1584 -1.1 -1.4 -1.8 -0.144
C -29.1044 25.9567 -13.9789 -0.2 -0.4 1.6 -0.134
C -28.3388 26.5734 -12.7850 -1.9 1.9 -1.2 -0.152
C -27.5040 25.5368 -12.1484 0.4 -1.0 1.4 -0.097
C -29.1190 23.4848 -12.1052 2.1 0.4 -1.0 -0.066
C -28.7830 22.9827 -10.6954 -0.2 -0.7 -1.2 -0.229
C -30.0896 22.5532 -10.0915 -0.6 -0.4 1.5 -0.101
H -24.9333 20.0046 -12.6566 -0.8 0.4 0.7 0.069
H -24.3916 21.7297 -12.2655 -0.4 -0.2 0.1 0.071
H -23.6179 20.6123 -13.3411 0.3 0.6 -0.5 0.067
H -25.5960 20.6166 -14.9470 -0.6 -0.4 0.4 0.104
H -24.9775 22.1320 -14.8801 0.2 0.6 0.4 0.104
H -27.3116 21.2017 -13.1843 -0.3 0.2 0.1 0.115
H -27.4055 22.2879 -14.5875 -0.2 0.0 0.1 0.108
H -25.8344 23.8819 -13.2725 0.0 0.0 0.0 0.130
H -26.3507 23.1023 -11.7836 0.0 -0.4 -0.2 0.124
H -28.7897 23.9870 -14.7466 0.1 -0.3 0.2 0.127
H -27.3972 25.0038 -14.7772 0.6 -0.2 0.6 0.148
H -30.1206 25.7256 -13.6596 0.0 -0.2 -0.3 0.113
H -29.1958 26.6285 -14.8324 0.4 -0.3 0.0 0.136
H -29.0797 26.9793 -12.0962 0.3 0.3 0.1 0.130
H -27.8329 27.3896 -13.3008 0.7 0.1 1.0 0.131
H -27.7032 25.4647 -11.0792 0.0 -0.1 -0.1 0.123
H -26.4427 25.7701 -12.2335 0.1 -0.6 -0.3 0.138
H -29.3547 22.7626 -12.8868 -0.2 -0.6 0.6 0.131
H -29.9450 24.1960 -12.1125 0.2 0.2 0.2 0.136
H -28.2918 23.7626 -10.1136 -0.4 0.1 0.1 0.113
H -28.1075 22.1301 -10.6244 0.2 0.0 -0.7 0.109
H -30.5832 23.4650 -9.7554 -0.5 -0.5 0.3 0.096
H -29.9210 21.8222 -9.3008 0.3 0.8 0.9 0.084
H -30.7892 21.8839 -10.5922 0.1 0.7 -1.4 0.089
C -28.4124 14.9236 -9.7932 -1.4 -0.3 0.7 -0.102
C -29.1462 16.0595 -10.4514 0.8 1.4 -1.3 -0.250
C -28.5959 16.2932 -11.9107 -1.0 -0.4 1.2 -0.175
C -29.2717 15.3078 -12.8981 1.2 0.5 -0.5 -0.114
N -28.7778 15.4989 -14.3309 -0.8 -0.5 -0.7 -0.184
C -29.4546 14.4550 -15.3072 1.6 0.1 0.6 -0.066
C -29.4640 15.1743 -16.6381 -1.3 -0.1 -0.1 -0.161
C -30.0247 16.5232 -16.2746 0.2 0.6 0.8 -0.149
C -29.3514 16.8550 -14.9299 2.0 -0.7 -0.2 -0.055
C -27.1914 15.3644 -14.4254 -1.6 0.3 0.0 -0.081
C -26.6443 14.0172 -13.8504 0.6 0.6 -0.1 -0.190
C -25.1351 13.8268 -14.2067 -0.3 -0.2 -0.1 -0.077
H -28.6850 14.0240 -10.3452 0.6 -0.4 0.3 0.076
H -28.7944 14.8259 -8.7770 -0.1 -0.3 0.0 0.082
H -27.3439 15.0928 -9.6606 0.0 0.0 -0.6 0.081
H -28.9812 16.9783 -9.8886 0.2 0.1 0.0 0.106
H -30.2310 16.0554 -10.5570 -0.1 -0.9 0.5 0.115
H -27.5130 16.2090 -11.8187 0.0 0.0 -0.5 0.101
H -28.8909 17.3227 -12.1140 0.2 0.0 -0.6 0.104
H -30.3452 15.4966 -12.9087 0.0 -0.2 0.0 0.139
H -29.0576 14.2516 -12.7347 -0.2 0.1 0.6 0.125
H -28.8776 13.5329 -15.3766 0.1 0.1 0.4 0.122
H -30.4046 14.2109 -14.8318 -0.2 0.3 -0.5 0.143
H -28.4988 15.2937 -17.1303 0.2 -0.4 0.3 0.120
H -30.1422 14.6992 -17.3469 0.2 -0.3 0.0 0.137
H -29.7263 17.2633 -17.0172 -0.4 0.2 0.1 0.126
H -31.1064 16.4867 -16.1458 0.0 0.1 -0.2 0.130
H -28.3935 17.3410 -15.1151 -0.3 0.7 0.0 0.114
H -29.9322 17.4150 -14.1970 0.1 -0.4 0.0 0.126
H -26.8032 16.2678 -13.9552 0.0 -0.3 0.7 0.116
H -26.9910 15.6162 -15.4668 0.1 -0.9 -0.3 0.116
H -27.2231 13.1463 -14.1580 0.0 0.2 -0.3 0.104
H -26.7298 14.0344 -12.7639 -0.1 0.1 0.1 0.098
H -24.4535 14.2256 -13.4554 -0.2 0.7 -0.3 0.077
H -24.9567 14.2006 -15.2149 0.3 0.4 0.2 0.071
H -24.7676 12.8017 -14.2545 -0.8 -0.4 0.0 0.077
```
Forces are in eV/Å.

(2)
The following is a DFT calculation (wB97M-V/def2-TZVPD) of C2H8N2O in the gas phase.

As for the HOMO energy: -9.25 eV. The structure (SMILES) is NCOCN. The multiplicity is 1.

XYZ file:
```
13
Properties=species:S:1:pos:R:3:forces:R:3:lowdin_charge:R:1
N 1.8769 -0.3290 -1.0142 0.4 -0.1 0.1 0.018
C 1.4221 -0.2191 0.3685 -1.0 1.1 -0.8 -0.303
O 0.0662 -0.4857 0.4216 0.1 -1.1 0.9 -0.113
C -1.2996 -0.4447 0.2883 -2.2 -1.1 -0.5 -0.344
N -2.1074 0.7378 0.1025 1.1 1.5 0.2 0.016
H 1.1330 -0.0163 -1.6222 0.0 0.1 -0.1 0.063
H 2.6799 0.2757 -1.1513 0.0 -0.1 -0.2 0.064
H 1.9343 -0.9646 0.9721 0.1 0.1 0.2 0.115
H 1.5281 0.7956 0.7683 0.6 0.0 0.2 0.114
H -1.7707 -0.9614 1.1346 0.5 0.3 0.4 0.119
H -1.6380 -1.1087 -0.5198 0.7 0.1 -0.4 0.116
H -1.7650 1.3443 -0.6421 -0.1 -0.5 -0.3 0.068
H -2.0598 1.3760 0.8938 -0.1 -0.4 0.3 0.066
```
Forces are in eV/Å.